The following is a DFT calculation (the ωB97M-V functional and the def2-TZVPD basis) of a 17-piece molecular cluster, C50H138N4O34 overall at a distorted geometry.

ΔE to the lowest compared entry with this formula, charge and spin in eV: 6.0590
Total energy in eV: -129643.6107
Largest force on an atom in eV/A: 3.06

Structure (ORCA input):
```
! wB97M-V def2-TZVPD RIJCOSX def2/J DEFGRID3
* xyz 0 1
C -1.01 -3.45 -2.31
C -0.95 -2.28 -1.38
O -1.18 -1.09 -2.06
O 0.30 -4.00 -2.67
H -1.44 -3.12 -3.26
H -1.62 -4.23 -1.84
H -0.13 -2.22 -0.67
H -1.77 -2.46 -0.68
H -0.72 -0.38 -1.61
H 0.13 -4.89 -3.00
C 2.32 1.55 4.82
C 3.35 0.37 4.69
O 3.78 -0.05 5.99
O 0.94 1.18 4.63
H 2.43 2.23 3.98
H 2.32 2.12 5.75
H 4.26 0.56 4.13
H 2.87 -0.51 4.26
H 4.53 -0.65 5.95
H 0.98 0.34 5.09
C 2.47 0.75 -0.27
C 1.27 1.72 -0.12
O 0.01 1.14 -0.32
O 2.46 -0.21 0.85
H 3.35 1.38 -0.41
H 2.24 0.17 -1.17
H 1.42 2.52 -0.85
H 1.23 2.11 0.90
H -0.68 1.70 0.03
H 1.57 -0.20 1.21
C 0.55 -3.21 3.79
C -0.55 -2.19 3.28
O -0.69 -2.28 1.92
O 1.78 -2.56 3.69
H 0.65 -4.12 3.19
H 0.24 -3.39 4.82
H -0.38 -1.12 3.36
H -1.49 -2.41 3.78
H -0.91 -3.20 1.74
H 2.06 -2.58 2.77
C 2.14 -5.46 0.95
C 3.07 -4.36 1.31
O 2.76 -3.08 0.71
O 2.28 -5.65 -0.46
H 1.13 -5.09 1.16
H 2.41 -6.38 1.47
H 4.12 -4.51 1.04
H 3.27 -4.32 2.38
H 3.54 -2.52 0.82
H 1.63 -5.07 -0.85
C 5.32 5.02 -3.39
C 3.88 5.19 -2.92
O 3.67 4.33 -1.81
O 5.39 4.83 -4.83
H 5.81 4.25 -2.79
H 5.98 5.88 -3.25
H 3.10 4.88 -3.61
H 3.68 6.21 -2.62
H 2.76 4.45 -1.53
H 4.98 3.97 -4.96
C 2.07 2.75 -7.34
C 2.30 2.96 -5.86
O 3.63 2.53 -5.52
O 2.87 3.66 -8.08
H 1.10 2.97 -7.80
H 2.32 1.71 -7.56
H 1.55 2.36 -5.34
H 2.22 4.03 -5.67
H 3.83 1.79 -6.10
H 2.54 4.56 -8.08
C 5.28 -4.84 -2.38
C 4.00 -4.74 -3.33
O 4.29 -3.75 -4.31
O 5.48 -3.46 -1.98
H 6.15 -5.07 -2.99
H 5.45 -5.43 -1.48
H 3.19 -4.32 -2.74
H 3.70 -5.66 -3.83
H 3.61 -3.10 -4.09
H 5.74 -2.97 -2.77
C 1.41 4.62 2.60
C 1.98 5.00 4.04
O 3.38 4.69 3.94
O 2.10 5.38 1.60
H 0.32 4.67 2.57
H 1.67 3.57 2.45
H 1.35 4.63 4.85
H 1.95 6.06 4.29
H 3.86 5.50 3.73
H 3.02 5.23 1.84
C 1.63 -0.90 -4.12
C 0.63 -0.95 -5.30
O 1.23 -0.67 -6.48
O 2.26 -2.11 -3.73
H 1.26 -0.71 -3.12
H 2.40 -0.13 -4.20
H -0.16 -0.20 -5.24
H 0.04 -1.86 -5.39
H 1.76 -1.42 -6.75
H 1.65 -2.73 -3.33
C 6.44 2.53 -0.50
C 6.17 2.30 1.03
O 7.08 2.64 2.02
O 7.04 1.39 -1.04
H 6.88 3.52 -0.67
H 5.41 2.59 -0.87
H 5.74 1.30 1.13
H 5.30 2.93 1.25
H 6.81 2.27 2.86
H 6.48 1.06 -1.74
C -1.32 5.81 -1.63
C -0.04 5.11 -1.15
O 0.78 4.82 -2.23
O -2.13 4.82 -2.28
H -1.09 6.71 -2.21
H -1.87 6.06 -0.73
H -0.24 4.14 -0.72
H 0.58 5.64 -0.43
H 0.18 4.45 -2.88
H -2.99 5.19 -2.48
C 5.63 -0.05 -4.06
C 6.56 -0.94 -4.89
O 7.08 -0.19 -5.96
O 6.28 1.01 -3.46
H 5.17 -0.70 -3.31
H 4.77 0.22 -4.67
H 6.02 -1.73 -5.40
H 7.38 -1.44 -4.37
H 8.04 -0.10 -5.89
H 6.57 1.56 -4.19
C -9.47 -5.92 0.81
O -8.99 -6.11 -0.47
C -8.87 -4.98 -1.32
C -7.58 -4.28 -1.02
N -6.36 -4.73 -1.63
C -5.18 -4.50 -0.86
C -4.80 -3.05 -0.70
O -4.24 -2.91 0.61
C -3.83 -1.68 1.19
H -8.95 -5.13 1.34
H -9.37 -6.86 1.36
H -10.53 -5.70 0.75
H -9.71 -4.33 -1.10
H -8.86 -5.39 -2.33
H -7.59 -4.18 0.07
H -7.72 -3.25 -1.35
H -6.40 -5.73 -1.81
H -4.31 -5.01 -1.26
H -5.27 -4.97 0.12
H -5.65 -2.40 -0.89
H -4.11 -2.78 -1.50
H -3.49 -1.97 2.18
H -4.78 -1.16 1.33
H -3.17 -1.04 0.60
C -4.52 7.74 5.53
O -4.12 6.42 5.83
C -4.07 5.55 4.79
C -5.46 5.32 4.08
N -5.14 4.33 3.04
C -6.36 3.79 2.40
C -6.07 2.98 1.14
O -5.65 3.77 0.10
C -4.90 3.16 -0.92
H -3.85 8.31 4.89
H -4.67 8.22 6.50
H -5.53 7.72 5.12
H -3.63 4.59 5.06
H -3.33 5.99 4.12
H -5.74 6.33 3.77
H -6.26 4.99 4.74
H -4.63 3.50 3.31
H -6.84 4.65 1.94
H -7.06 3.26 3.05
H -6.97 2.40 0.99
H -5.25 2.30 1.36
H -3.88 3.03 -0.55
H -4.66 3.83 -1.74
H -5.36 2.24 -1.29
C 8.66 -0.93 10.51
O 7.79 -1.81 9.76
C 7.27 -1.20 8.53
C 6.36 -2.25 7.82
N 5.98 -1.81 6.43
C 7.18 -1.54 5.57
C 6.96 -1.72 4.10
O 7.08 -3.09 3.63
C 6.69 -3.28 2.28
H 8.98 -1.31 11.48
H 8.08 -0.02 10.61
H 9.47 -0.71 9.81
H 8.00 -0.70 7.91
H 6.70 -0.36 8.94
H 5.45 -2.55 8.35
H 6.92 -3.17 7.61
H 5.65 -2.73 6.18
H 7.93 -2.29 5.82
H 7.55 -0.53 5.71
H 7.77 -1.21 3.57
H 6.02 -1.23 3.87
H 7.48 -2.92 1.63
H 5.87 -2.66 1.89
H 6.34 -4.31 2.14
C -4.77 0.13 -3.16
O -6.15 0.50 -3.17
C -6.93 -0.60 -3.36
C -8.38 -0.20 -3.44
N -9.43 -1.29 -3.35
C -10.80 -1.06 -3.84
C -11.82 -2.07 -3.41
O -11.66 -3.35 -4.04
C -12.55 -4.31 -3.34
H -4.35 1.14 -3.13
H -4.38 -0.19 -4.13
H -4.33 -0.48 -2.37
H -6.69 -1.22 -2.50
H -6.72 -1.22 -4.23
H -8.42 0.35 -4.38
H -8.58 0.42 -2.57
H -9.08 -2.08 -3.87
H -10.71 -0.83 -4.90
H -11.03 -0.13 -3.33
H -12.84 -1.67 -3.44
H -11.67 -2.16 -2.34
H -12.98 -4.10 -2.36
H -12.03 -5.25 -3.15
H -13.39 -4.58 -3.98
*
```


The following is a DFT calculation (the ωB97M-V functional and the def2-TZVPD basis) of a 3-piece molecular cluster, C20H45ClF6N6O5P2Si overall at a distorted geometry.

Total energy in eV: -95930.1063
Largest force on an atom in eV/A: 4.81
SMILES: O=C(O)C(F)(F)C(F)(F)C(F)(F)C(=O)[SiH2]CCCCl.CN(C)P(=O)(N(C)C)N(C)C.CN(C)P(=O)(N(C)C)N(C)C

Structure (ORCA input):
```
! wB97M-V def2-TZVPD RIJCOSX def2/J DEFGRID3
* xyz 0 1
O -6.60 6.45 -0.04
C -5.50 6.14 -0.35
O -4.62 5.53 0.48
C -4.99 6.45 -1.78
F -3.65 6.57 -1.79
F -5.50 7.66 -2.10
C -5.45 5.46 -2.91
F -4.57 5.55 -3.91
F -6.62 5.91 -3.38
C -5.64 3.98 -2.52
F -6.77 3.85 -1.83
F -5.81 3.32 -3.70
C -4.45 3.25 -1.83
O -4.65 2.77 -0.75
Si -2.71 2.98 -2.64
C -1.37 3.10 -1.36
C -1.25 4.52 -0.78
C 0.03 4.73 0.03
Cl 1.23 5.69 -0.90
H -3.86 6.10 0.67
H -2.47 3.86 -3.80
H -2.72 1.59 -3.17
H -1.55 2.38 -0.55
H -0.41 2.85 -1.81
H -2.15 4.74 -0.19
H -1.26 5.24 -1.61
H -0.18 5.33 0.91
H 0.49 3.79 0.32
C 3.62 0.05 -4.63
N 2.73 0.75 -3.73
C 2.46 2.11 -4.17
P 2.63 0.49 -2.05
O 1.28 1.00 -1.70
N 2.49 -1.20 -1.68
C 2.38 -2.19 -2.74
C 1.49 -1.47 -0.65
N 4.22 0.60 -1.59
C 4.82 1.93 -1.60
C 5.15 -0.50 -1.36
H 4.66 0.40 -4.60
H 3.26 0.19 -5.66
H 3.61 -1.02 -4.47
H 3.31 2.79 -4.00
H 1.59 2.51 -3.65
H 2.23 2.12 -5.24
H 1.58 -1.96 -3.46
H 2.16 -3.16 -2.29
H 3.32 -2.32 -3.27
H 0.47 -1.47 -1.04
H 1.53 -0.72 0.14
H 1.69 -2.44 -0.19
H 5.37 2.12 -2.53
H 5.50 2.06 -0.76
H 4.05 2.70 -1.51
H 5.50 -0.93 -2.31
H 4.72 -1.28 -0.75
H 6.03 -0.11 -0.83
C -2.20 -4.37 3.85
N -1.10 -4.05 2.96
C -1.47 -4.22 1.55
P 0.55 -4.24 3.31
O 1.22 -3.30 2.38
N 0.94 -3.56 4.86
C -0.06 -2.84 5.64
C 2.19 -2.79 4.84
N 0.61 -5.81 3.85
C 0.45 -6.85 2.83
C 0.60 -6.29 5.22
H -2.42 -5.45 3.90
H -3.10 -3.88 3.49
H -2.04 -4.01 4.85
H -1.51 -5.27 1.25
H -0.75 -3.70 0.92
H -2.44 -3.77 1.36
H -0.56 -2.05 5.07
H 0.43 -2.38 6.50
H -0.80 -3.52 6.06
H 2.05 -1.78 4.43
H 2.94 -3.29 4.24
H 2.57 -2.71 5.86
H -0.59 -7.21 2.77
H 1.09 -7.70 3.04
H 0.73 -6.47 1.85
H -0.40 -6.22 5.66
H 1.30 -5.74 5.84
H 0.90 -7.34 5.24
*
```


The following is a DFT calculation (the ωB97M-V functional and the def2-TZVPD basis) of C33H57CdN3O5Si as an isolated structure at a distorted geometry.

ΔE to the lowest compared entry with this formula, charge and spin in eV: 0.4100
Total energy in eV: -62290.6935
Largest force on an atom in eV/A: 2.06

Structure (ORCA input):
```
! wB97M-V def2-TZVPD RIJCOSX def2/J DEFGRID3
* xyz 0 1
O 0.51 -2.77 -1.89
O -1.12 -1.90 -3.62
C 1.95 -2.86 -2.35
C 2.81 -3.46 -1.27
H 2.22 -1.83 -2.57
H 1.97 -3.44 -3.28
H 2.80 -2.85 -0.36
H 3.85 -3.50 -1.63
H 2.51 -4.48 -1.02
C -0.13 -4.11 -1.50
C -0.17 -5.05 -2.67
H -1.11 -3.81 -1.14
H 0.51 -4.45 -0.68
H -0.69 -4.61 -3.54
H -0.71 -5.96 -2.37
H 0.84 -5.36 -2.97
C -2.54 -1.78 -3.31
C -0.67 -1.24 -4.84
C -3.30 -3.03 -3.67
H -2.92 -0.90 -3.84
H -2.60 -1.58 -2.23
H -3.27 -3.22 -4.75
H -4.34 -2.90 -3.37
H -2.91 -3.90 -3.14
C -1.01 -2.04 -6.07
H 0.42 -1.12 -4.72
H -1.12 -0.24 -4.87
H -0.70 -3.09 -5.97
H -0.47 -1.62 -6.92
H -2.08 -2.01 -6.29
H -0.12 -2.32 -2.62
N 1.65 1.18 2.24
C 1.56 2.45 2.60
C 0.42 3.25 2.38
C -0.89 2.80 2.12
C 2.77 3.10 3.23
H 3.61 3.16 2.52
H 3.13 2.53 4.10
H 2.52 4.11 3.56
C -1.94 3.85 1.85
H -2.70 3.86 2.65
H -2.47 3.65 0.91
H -1.49 4.85 1.79
N -1.29 1.53 2.18
C 2.89 0.49 2.36
C 3.76 0.37 1.25
C 3.49 1.11 -0.02
C 4.90 -0.43 1.39
H 5.53 -0.57 0.51
C 5.21 -1.03 2.61
H 6.08 -1.67 2.72
C 4.39 -0.81 3.73
H 4.61 -1.24 4.70
C 3.25 -0.02 3.63
C 2.42 0.24 4.84
C -2.63 1.18 2.40
C -3.49 0.84 1.32
C -3.10 1.10 -0.10
C -4.71 0.24 1.63
H -5.33 -0.12 0.79
C -5.16 0.14 2.95
H -6.14 -0.31 3.16
C -4.38 0.64 3.99
H -4.75 0.60 5.02
C -3.12 1.17 3.73
C -2.30 1.73 4.84
Cd 0.10 0.12 1.03
H 3.24 0.45 -0.86
H 4.33 1.74 -0.33
H 2.63 1.77 0.12
H 1.84 1.16 4.76
H 3.06 0.31 5.73
H 1.69 -0.57 4.99
H -3.74 0.49 -0.75
H -2.06 0.82 -0.32
H -3.23 2.15 -0.42
H -1.26 1.38 4.76
H -2.71 1.39 5.79
H -2.31 2.84 4.82
H 0.56 4.32 2.47
C 0.29 0.41 -1.15
Si 0.49 2.05 -2.03
H 1.15 -0.25 -1.35
H -0.61 -0.11 -1.52
C 1.66 1.95 -3.51
C 1.08 3.51 -1.01
C -1.18 2.54 -2.73
H -1.73 1.68 -3.15
H -1.03 3.28 -3.53
H -1.80 3.00 -1.96
H 2.65 1.53 -3.26
H 1.83 2.97 -3.89
H 1.25 1.35 -4.33
H 1.93 3.31 -0.35
H 0.27 3.90 -0.39
H 1.41 4.31 -1.71
O -2.08 -2.33 3.89
N -1.14 -1.60 3.54
O -0.44 -0.92 4.34
O -0.87 -1.55 2.24
*
```


> Which of these has the lowest largest force on an atom?

C33H57CdN3O5Si


> The lowest total energy belongs to which entry?

C50H138N4O34


> Which value of largest force on an atom does entry 3 give?

2.06 eV/A


> Which of these has the lowest largest force on an atom?

C33H57CdN3O5Si